{"formula": "C8H9NO3", "method": "ωB97M-V with the def2-TZVPD basis set", "species": ["C", "C", "C", "C", "C", "C", "C", "C", "N", "O", "O", "O", "H", "H", "H", "H", "H", "H", "H", "H", "H"], "positions_angstrom": [[-0.09013, 0.71817, -0.98382], [1.13538, 1.84019, 0.97107], [1.05878, -0.11080, -1.09329], [2.12425, 0.94245, 0.88584], [0.09395, 1.85893, -0.05125], [2.13786, 0.04658, -0.19610], [-1.49713, -0.81160, 0.97570], [-0.77747, 2.86925, -0.21016], [-1.83067, -0.33242, -0.31872], [-2.26931, -1.46641, -0.99838], [3.19523, -0.73342, -0.42794], [-1.45826, 3.80433, -0.50010], [-0.58473, 0.90570, -1.89224], [1.17951, 2.82697, 1.56872], [1.08559, -1.13800, -1.49414], [3.06007, 1.03169, 1.53788], [-2.27492, -1.31312, 1.58758], [-1.21104, -0.00878, 1.63433], [-0.61331, -1.51619, 0.88614], [3.79956, -0.75677, 0.39330], [-2.81929, -1.16231, -1.78800]], "forces_ev_per_a": [[0.2132, -0.6477, 0.7611], [-0.8207, 2.9826, 0.0215], [1.7768, -1.0353, 2.4331], [1.9494, 1.0058, 1.3012], [-0.6607, -0.5222, -0.1988], [-2.3488, -0.7142, -1.6650], [1.4373, -1.2958, 0.8793], [-1.5232, 2.6016, -0.8842], [-0.5301, 1.7120, 0.0093], [-0.5267, -0.0627, -1.8799], [2.3161, -0.8522, 2.0599], [1.9925, -2.9297, 1.0792], [-0.9365, 0.2437, -0.7936], [0.0916, -2.1479, -0.4521], [-0.3196, 0.9745, -0.8242], [-1.5268, -0.1624, -0.8287], [-0.1030, -0.0557, -1.0081], [0.4182, 0.6795, -0.1441], [-0.7200, 0.3713, 0.4035], [-1.3663, 0.0849, -1.9423], [1.1873, -0.2303, 1.6728]], "multiplicity": 1, "max_force_ev_per_a": 3.7, "homo_ev": [-6.31, -7.31], "gap_ev": [6.1386, 7.3061]}


{"formula": "H34NO20", "method": "ωB97M-V with the def2-TZVPD basis set", "species": ["N", "O", "O", "O", "O", "H", "H", "O", "H", "H", "O", "H", "H", "O", "H", "H", "O", "H", "H", "O", "H", "H", "O", "H", "H", "O", "H", "H", "O", "H", "H", "O", "H", "H", "O", "H", "H", "O", "H", "H", "O", "H", "H", "O", "H", "H", "O", "H", "H", "O", "H", "H", "O", "H", "H"], "positions_angstrom": [[-0.10984, -0.05705, 0.05025], [-0.95818, -0.28908, 0.91189], [-0.19159, 0.92372, -0.72854], [0.78614, -0.88982, -0.07014], [1.52444, -3.50032, 1.32996], [1.18228, -3.20996, 0.52372], [1.03719, -3.04614, 1.98990], [-3.97914, -0.03664, 1.13340], [-4.57256, 0.26955, 1.86772], [-3.42176, 0.71427, 0.96691], [2.20309, 2.19250, -1.85569], [1.83960, 2.06210, -0.98092], [2.06358, 1.35427, -2.30764], [-2.63421, 0.94617, 3.33974], [-2.62497, 1.87744, 3.03904], [-2.46780, 0.37072, 2.57264], [-2.56206, 2.13034, 0.10512], [-1.73148, 2.01145, -0.31437], [-3.28746, 2.17393, -0.53122], [3.33854, -1.46926, 2.05765], [2.44237, -1.70494, 1.81213], [3.27345, -0.74902, 2.68578], [-2.67406, -0.43505, -1.47097], [-2.06908, -0.13886, -2.09784], [-2.39708, 0.00446, -0.67955], [-1.70942, -2.84318, 0.84256], [-1.47921, -1.90712, 0.81574], [-1.29351, -3.08524, 1.68910], [-0.38965, 3.75373, -0.94384], [0.35850, 3.26665, -1.26875], [-0.49760, 3.58511, -0.01085], [0.48457, -1.78348, 2.95620], [-0.20657, -1.76685, 3.64712], [0.49290, -0.84319, 2.76456], [1.16425, -3.42110, -1.93372], [1.82839, -2.79596, -1.74167], [0.89347, -3.22619, -2.84371], [0.48478, 0.86402, 2.57318], [0.18847, 1.28021, 3.37272], [-0.35746, 0.65415, 2.14242], [-1.89207, 2.43450, -3.05243], [-1.20163, 1.80032, -3.22680], [-1.56982, 2.96509, -2.31926], [2.00089, 2.42617, 0.90863], [1.99205, 3.39407, 0.86488], [1.25582, 2.21196, 1.48444], [1.71026, -0.42921, -2.58688], [1.43374, -0.46798, -1.65983], [2.67239, -0.22881, -2.53740], [3.53861, -2.43188, -0.95346], [3.49012, -1.55328, -0.51456], [4.38789, -2.72783, -0.81354], [-0.87988, -0.12709, -3.39098], [-0.96148, -0.33506, -4.31693], [0.05177, -0.16732, -3.29593]], "forces_ev_per_a": [[0.6876, -0.5073, -1.6062], [-1.6701, 1.1166, 0.8087], [0.0615, -0.3496, 0.9574], [1.0147, 0.2201, -0.4512], [1.9092, -1.7853, 0.8446], [-1.0696, 0.5368, -2.2284], [-0.8366, 0.5727, 0.8892], [-1.7168, -0.4678, 1.4335], [0.8598, -0.5173, -1.0246], [0.5158, 0.8798, -0.5258], [0.3681, 0.7250, -0.6606], [0.1025, -0.3325, 0.7437], [-0.5146, 0.2069, -0.0558], [0.4958, 0.6773, 0.3590], [-0.0059, -0.9594, -0.1496], [-0.3678, 0.3352, 0.0193], [-1.9975, 0.6726, 1.7318], [1.1620, -0.5030, -1.2750], [0.6064, -0.0765, -0.3451], [0.8730, 0.3687, -0.0761], [-0.2404, -0.4509, -0.0817], [-0.1674, 0.1446, 0.0161], [-2.0739, -1.0745, 1.2618], [1.5380, 0.6273, -1.9573], [-0.1587, 0.0990, 0.7322], [0.1488, -0.5646, 0.9111], [-0.2159, 0.0088, -0.3369], [-0.1922, -0.1982, -0.5815], [-0.7452, 1.1081, -0.2450], [0.8223, -0.5434, -0.1525], [0.1194, -0.2373, 0.2181], [-1.2325, -0.1027, 1.7978], [0.4452, -0.5915, -0.3255], [0.5769, 0.5268, -0.5500], [-1.5923, -1.3367, -0.9679], [1.4866, 1.0387, 0.3482], [-0.0021, -0.0040, 0.5159], [0.3289, 0.6601, 0.2393], [-0.0152, 0.3806, 0.9408], [-0.3265, -0.1759, -0.5543], [-0.6530, 0.6570, -0.1502], [0.2410, -0.6193, -0.0082], [0.1782, 0.2485, 0.1304], [-0.0322, 0.8616, -0.0414], [0.2075, -0.2453, -0.1080], [0.0561, -0.5206, 0.2036], [1.6127, 0.3310, -0.7171], [-0.3308, -0.3464, 0.6868], [-0.8432, -0.6753, -0.2267], [-2.7664, 2.3467, -0.4034], [0.0642, -0.9865, 0.0113], [2.8610, -1.1215, 0.6336], [-0.8518, 0.1819, -0.8524], [-0.6342, -0.1566, -0.5635], [1.9099, -0.0823, 0.7876]], "multiplicity": 1, "max_force_ev_per_a": 3.7, "homo_ev": -7.17, "total_charge": -1, "gap_ev": 9.2913}


{"formula": "C9H24O3", "method": "ωB97M-V with the def2-TZVPD basis set", "species": ["C", "C", "C", "O", "H", "H", "H", "H", "H", "H", "H", "H", "C", "C", "C", "O", "H", "H", "H", "H", "H", "H", "H", "H", "C", "C", "C", "O", "H", "H", "H", "H", "H", "H", "H", "H"], "positions_angstrom": [[4.55315, 2.69394, -0.30261], [3.46226, 1.68111, -0.48676], [4.03343, 0.30302, -0.73806], [2.67145, 1.69121, 0.69069], [5.24803, 2.40216, 0.48518], [4.12387, 3.65768, -0.01613], [5.08898, 2.85431, -1.24106], [2.85340, 1.98789, -1.35109], [4.57618, 0.23189, -1.68064], [3.23283, -0.44201, -0.75098], [4.69121, 0.03678, 0.09452], [1.97406, 1.02689, 0.61102], [-0.80161, -2.15664, -0.17345], [0.02965, -1.34990, 0.80422], [1.20255, -2.14916, 1.36176], [0.55600, -0.17398, 0.22127], [-1.20742, -3.03331, 0.33672], [-0.24786, -2.48749, -1.05298], [-1.65716, -1.55991, -0.49546], [-0.63712, -1.11278, 1.64732], [1.83366, -1.50758, 1.97791], [1.82068, -2.49926, 0.53088], [0.84457, -2.99084, 1.94894], [-0.17069, 0.34783, -0.14258], [-4.01152, 0.12569, -1.58745], [-3.92546, 0.65188, -0.16388], [-4.54313, -0.28593, 0.85650], [-2.51900, 0.81339, 0.13618], [-4.02348, 0.93762, -2.31211], [-4.94061, -0.43115, -1.72132], [-3.17423, -0.54268, -1.77491], [-4.39828, 1.63610, -0.08639], [-4.12927, -1.28801, 0.72305], [-5.62858, -0.35715, 0.77972], [-4.31685, 0.06459, 1.86690], [-2.46368, 1.22380, 1.00507]], "forces_ev_per_a": [[0.0980, 0.7578, -0.0361], [-0.1784, -0.1141, -0.1104], [-0.1868, -0.4982, 0.2332], [0.0876, 0.1759, 0.1214], [0.0398, -0.1141, -0.0489], [-0.0129, -0.0622, 0.0021], [0.1224, -0.1274, 0.0942], [-0.0505, -0.0611, 0.0604], [0.0755, 0.0936, 0.0109], [-0.0043, 0.0527, -0.1113], [0.0920, 0.0186, -0.1272], [-0.0552, -0.1390, -0.0499], [-0.3457, 0.0077, -0.0257], [-0.0481, -0.7694, 0.5385], [0.0616, 0.4571, -0.4272], [-0.0197, 0.3299, -0.2047], [0.0654, -0.0501, -0.0378], [0.1521, 0.0670, 0.0645], [0.0741, -0.0214, -0.0777], [0.1098, 0.2942, -0.0728], [-0.0762, -0.0438, 0.1162], [-0.0288, -0.1512, 0.0775], [0.0415, -0.0836, 0.0013], [-0.1250, -0.0694, 0.0113], [-0.3975, 0.1374, 0.1699], [0.2671, 0.0149, 0.1030], [0.0680, -0.1347, 0.1000], [-0.1922, 0.0848, -0.0893], [0.2559, -0.0267, -0.0518], [0.0333, -0.0307, -0.0072], [0.0124, -0.0113, -0.0981], [-0.0653, -0.0222, -0.0868], [0.0230, 0.0083, 0.1165], [-0.0058, 0.1030, -0.1774], [0.0139, -0.0980, 0.0016], [0.0990, 0.0256, 0.0178]], "multiplicity": 1, "max_force_ev_per_a": 0.9, "homo_ev": -9.53, "gap_ev": 10.2108}


{"formula": "C2H2NO3S", "method": "ωB97M-V with the def2-TZVPD basis set", "species": ["C", "C", "N", "O", "O", "O", "S", "H", "H"], "positions_angstrom": [[-0.00668, 0.75666, -0.85684], [0.27598, 1.09280, 0.53105], [0.91099, 3.18158, -1.00581], [0.89196, 4.33540, -0.91156], [0.60455, 2.25013, 0.72809], [0.33188, 0.23052, 1.53730], [0.04803, 2.07485, -1.88524], [-0.04292, -0.16752, -1.23460], [-0.43029, -0.35868, 1.49463]], "forces_ev_per_a": [[0.9482, 3.0144, 2.0260], [0.8479, 0.4366, 0.6008], [0.8440, 0.9412, 1.4057], [-0.1531, -0.8158, -0.7985], [0.1288, 0.1608, 1.5395], [-0.7078, 0.3226, -0.7124], [-1.4406, 0.0617, -2.6630], [-0.4928, -3.4445, -1.5301], [0.0254, -0.6770, 0.1321]], "multiplicity": 3, "max_force_ev_per_a": 3.8, "homo_ev": [-14.44, -16.56], "total_charge": 1, "gap_ev": [7.5648, 8.2445]}


{"formula": "C7H8N2O4Ru", "method": "ωB97M-V with the def2-TZVPD basis set", "species": ["Ru", "O", "C", "C", "O", "C", "O", "C", "O", "H", "H", "C", "N", "C", "C", "N", "H", "H", "H", "H", "H", "H"], "positions_angstrom": [[-0.23239, -0.34498, 0.41491], [-2.73950, 0.81476, -1.07278], [-1.82965, 0.30007, -0.42059], [1.66089, -0.61084, 0.79391], [2.81830, -0.63419, 0.85461], [-0.19055, 1.28865, 1.51992], [-0.02878, 2.38368, 1.87867], [-0.11641, -1.73457, -0.97055], [0.07600, -2.32223, -1.96764], [1.41166, 2.67140, -3.21808], [2.08930, 2.49403, -2.98329], [-2.95098, -4.09694, 3.13079], [-2.05214, -3.02983, 3.63484], [-1.65389, -2.70128, 5.02589], [-1.54459, -2.27987, 2.73522], [-1.08595, -1.59877, 1.92597], [-3.32177, -4.67614, 4.00635], [-2.29998, -4.68806, 2.44031], [-3.75149, -3.53535, 2.58837], [-0.54038, -2.80040, 5.01346], [-1.98812, -1.64199, 5.15443], [-2.16229, -3.41962, 5.70800]], "forces_ev_per_a": [[0.7441, 0.7367, -0.8729], [6.8401, -4.1404, 5.1992], [-8.3168, 4.8895, -5.8929], [5.8576, -0.1740, 0.1627], [-4.3007, -0.1210, 0.0387], [0.1069, 4.9500, 3.0475], [-0.3782, -3.4012, -1.4749], [0.6229, -4.5960, -4.8502], [-0.6039, 2.6404, 3.6970], [-7.3264, 2.1042, -2.7663], [7.5291, -1.7815, 2.3769], [0.0554, -0.0337, 0.4803], [-0.7055, -1.0453, 1.2410], [-0.3290, -0.3545, -0.0092], [0.5566, 0.8430, -0.9819], [-0.2374, -0.3365, 0.4018], [0.2064, 0.3572, -0.8372], [-0.8250, 0.0897, 0.3452], [0.3255, -0.8019, 0.2397], [-0.7298, 0.2007, 0.4807], [0.4120, -0.7040, 0.3842], [0.4961, 0.6786, -0.4094]], "multiplicity": 6, "max_force_ev_per_a": 11.3, "homo_ev": [-16.14, -21.10], "total_charge": 3, "gap_ev": [5.1161, 3.9112]}


{"formula": "C4H8N2O2", "method": "ωB97M-V with the def2-TZVPD basis set", "species": ["H", "N", "C", "N", "O", "O", "C", "C", "C", "H", "H", "H", "H", "H", "H", "H"], "positions_angstrom": [[-0.99180, -2.07437, 0.82512], [-1.48879, -1.72461, -0.04618], [-1.35517, -0.50346, -0.33903], [-2.19219, 0.14168, -1.23535], [-1.65801, 1.13595, -2.20916], [-0.53954, 0.45260, 0.18625], [0.54761, 0.19706, 1.08272], [1.81841, 0.88417, 0.59253], [1.66467, -0.63140, 0.51416], [-2.73134, -0.60841, -1.70016], [-1.59951, 1.97124, -1.53248], [0.26100, 0.27911, 2.20486], [2.57384, 1.14512, 1.33952], [1.77653, 1.53389, -0.27734], [1.45796, -0.96646, -0.42692], [2.45632, -1.23213, 1.02146]], "forces_ev_per_a": [[-0.6588, 1.0188, -1.5603], [0.4152, -0.6257, 1.0279], [1.2710, 0.6893, 0.7863], [-0.8134, -0.4350, -1.3133], [-0.2269, 1.1842, 4.1996], [0.6392, 0.1572, 0.5684], [-0.0365, 0.5548, 1.3423], [0.0070, -0.6383, 0.7860], [1.3053, 0.9539, 1.5519], [0.3834, 1.0880, -0.2567], [-0.1771, -2.8776, -2.6257], [0.4831, -0.4334, -2.1618], [-0.5801, 0.3080, -0.1354], [-0.1282, -0.3461, 0.0692], [-0.6033, -1.1058, -2.3407], [-1.2798, 0.5075, 0.0624]], "multiplicity": 1, "max_force_ev_per_a": 4.4, "homo_ev": -9.41, "gap_ev": 10.2467}